{"formula": "C45H100F24FeN5P4", "method": "ωB97M-V/def2-TZVPD", "total_charge": 3, "homo_lumo_gap_ha": [0.423, 0.382], "lumo_ev": [-4.3, -4.6], "spin_multiplicity": 5, "symbols": ["C", "H", "F", "H", "H", "H", "C", "C", "C", "H", "C", "F", "H", "C", "H", "H", "C", "H", "F", "F", "H", "P", "C", "P", "F", "H", "H", "C", "F", "F", "H", "C", "C", "H", "H", "H", "C", "H", "H", "H", "C", "N", "H", "H", "H", "C", "F", "N", "H", "P", "H", "C", "C", "H", "H", "H", "H", "H", "H", "H", "H", "H", "H", "C", "H", "C", "H", "H", "H", "C", "H", "Fe", "F", "H", "H", "F", "C", "F", "F", "H", "H", "F", "H", "H", "H", "H", "C", "C", "F", "N", "H", "H", "F", "H", "H", "H", "C", "F", "H", "H", "H", "C", "F", "F", "H", "H", "H", "C", "H", "H", "C", "H", "H", "H", "H", "H", "C", "F", "H", "H", "H", "C", "H", "H", "C", "H", "F", "C", "C", "H", "H", "C", "C", "C", "C", "P", "H", "C", "H", "H", "F", "C", "H", "H", "H", "C", "H", "H", "N", "C", "F", "C", "H", "H", "H", "H", "H", "H", "H", "H", "C", "H", "H", "F", "F", "H", "H", "H", "C", "H", "H", "H", "H", "N", "H", "H", "C", "C", "C"], "xyz": [[3.1310, 2.7979, 5.2204], [-7.0878, -3.2652, -0.7362], [-3.2336, 2.1662, 3.4924], [6.4844, -3.3821, 4.3124], [0.6256, 3.7136, 8.2194], [-0.8589, 0.6603, 6.2209], [-6.0951, -2.9186, -1.0573], [5.6744, -1.6392, 3.3450], [-0.0206, 3.3141, 7.4494], [-3.6896, -2.8388, 4.7789], [6.5558, -2.3450, 4.3568], [1.8717, 3.5804, 2.1181], [-1.2309, 4.9413, -3.5754], [5.9042, -0.6190, 6.1783], [-1.4248, -1.2701, -6.8081], [6.3383, -4.1932, 2.1075], [5.0423, -3.9062, 0.3855], [-2.1926, -3.7602, -7.0188], [0.0753, -0.6255, -0.0988], [-2.1770, -3.0281, -0.5580], [1.5757, 0.7196, 6.0098], [-1.0358, -1.9554, -0.3776], [1.1379, 1.2742, 6.8009], [2.2613, 2.2061, 1.2356], [0.1832, -2.7209, 4.1150], [0.4981, -3.9855, -10.6904], [6.7506, 0.1291, 6.1412], [-0.5888, 4.1020, -3.1730], [3.2461, 2.9706, 0.1709], [-2.1214, -0.8075, -0.7713], [5.5639, -0.6564, 7.2227], [-2.4167, -4.7231, -12.1588], [6.3127, -1.9826, 5.8371], [-5.7576, -4.2075, 2.8217], [-3.6800, -3.0877, 2.3698], [-3.1724, -4.9190, -11.4483], [-5.0705, -1.1003, 4.7919], [2.0297, 4.5868, 6.1011], [5.4423, 5.1108, 4.2674], [-5.5979, -0.1126, 3.0156], [-1.5323, 2.8993, -3.5540], [-0.1897, 5.6236, -1.1978], [0.4282, 3.5150, -1.3129], [7.6659, -1.1426, 1.6550], [0.4945, 3.6837, 4.4934], [0.5523, -4.7007, -12.8525], [-3.4167, 3.0821, 1.4538], [-1.3586, -3.8991, -11.6114], [-5.7760, -3.3471, 4.3624], [1.4416, -1.7653, 4.0204], [-2.8748, -4.1796, -12.9701], [-4.0178, -2.1219, 2.7663], [0.9132, 6.2124, -2.0046], [-2.5536, 5.2093, 0.1598], [-1.7077, 3.0275, -4.6246], [-0.4533, 4.1943, 7.0024], [-1.0886, 5.8700, 1.9042], [-2.9581, 2.4266, -1.9150], [4.6805, -1.7949, 3.7613], [0.2203, -5.6384, -13.3321], [1.2145, 5.9219, 0.4494], [-3.6743, 2.5647, -3.5156], [-0.7108, -4.4966, -8.8984], [-0.3936, 4.1605, -1.7052], [5.2624, 2.7080, 4.9217], [-0.9741, -2.8212, -12.6382], [1.7301, 5.5549, -1.7554], [-4.2377, -2.5623, 0.0112], [-5.7745, -0.8646, 1.0662], [-5.9594, -1.9248, 1.2408], [-6.4514, -0.8263, -1.3883], [-0.2430, -0.1667, 1.9269], [-1.8276, 1.3912, 0.7123], [-7.0048, -0.9861, 3.6442], [-5.1202, -1.5082, -2.2748], [2.7309, -0.7330, 3.8840], [-0.8891, 6.3710, 1.0284], [0.9618, 2.4848, 0.4012], [-1.6101, -1.7593, 1.1611], [-0.4401, -2.0353, -12.0859], [7.1671, -2.3454, 0.3292], [-0.4586, -1.9493, -1.8608], [-0.0007, -2.3903, -7.1926], [-2.1332, 6.1955, -2.0296], [1.0675, 7.2408, -1.6837], [-0.1834, -5.6401, -11.0502], [5.0201, -1.4749, 0.9271], [-6.0919, -3.3466, 3.2990], [0.0197, -2.9030, 0.1703], [0.9449, 2.7719, 6.3815], [-1.0436, 1.9730, 8.9306], [-2.9684, -1.2013, 4.4587], [-1.2926, 2.9016, 2.3677], [1.6605, -4.6740, -12.7868], [-2.5083, -4.7483, -9.0640], [0.6280, 6.2840, -3.0479], [-1.9989, -3.0222, -7.8713], [0.3924, -0.3650, 3.9091], [4.2922, 4.3994, 3.1257], [-3.1182, 4.0362, -2.6315], [-2.0367, -5.6670, -12.5585], [-1.6676, -4.0258, -9.0278], [-3.7971, 0.8439, 1.8037], [1.2766, 1.3176, 2.3538], [-0.0296, 4.5494, 0.6647], [-5.1948, -3.8041, 0.7137], [4.0387, -4.3145, 0.3078], [-0.0421, -3.5491, -13.5687], [-4.7696, -0.1085, 5.1859], [4.0488, -2.4996, -0.8135], [-6.1400, -1.6826, -1.9446], [2.6974, 2.9255, 4.2608], [-0.7707, 2.6869, 5.1170], [-6.8340, -1.7827, -2.7984], [3.8674, 5.4394, 4.4436], [4.6925, -3.8496, 2.5078], [5.4564, -3.6174, 1.8181], [2.5514, 0.7858, 0.4341], [-6.9931, -2.0682, 1.1907], [0.6176, 1.9334, 4.4130], [7.1020, -2.4901, 6.3729], [-2.8960, 3.0116, -2.8798], [1.7087, 1.2742, 7.7372], [4.8066, 3.9391, 6.0478], [-0.9378, 2.1002, 7.8589], [-5.7221, -3.7131, -1.5995], [2.3834, -3.0171, 3.9778], [-2.1312, 6.2516, 0.1318], [4.5406, 3.4533, 5.1553], [3.9613, -1.2641, 1.2670], [-1.3039, 3.8597, -1.1842], [-0.3285, 0.8439, 7.1937], [2.2653, 3.4947, 6.2486], [-3.7890, -1.8792, 4.2647], [7.2665, -2.0969, 1.3902], [-2.6032, 1.9279, 2.0585], [-1.1656, 7.5196, -1.3366], [-0.0343, -4.6041, -11.4584], [3.1019, 1.7247, 5.4638], [-3.6450, -1.3188, 2.1195], [1.3793, -1.7082, 2.3729], [0.1803, 5.6066, 0.2539], [5.4718, -2.6206, 6.0577], [-0.9192, 1.9906, -3.3702], [5.8583, -0.6004, 3.2190], [-5.9278, -0.9910, 3.5497], [-0.3721, -0.0210, 7.8595], [2.7160, 3.4384, 7.2364], [5.8366, -2.1890, 1.9151], [4.5213, 4.6397, 4.1503], [-1.7020, 0.6533, 2.9135], [-1.4533, 6.4742, -1.2026], [-1.8827, -2.4540, -13.0081], [-0.7181, -1.3744, -8.4467], [-1.9241, 2.3952, 7.4416], [-1.0255, -2.3875, -10.4082], [-7.1687, -3.3240, 3.2296], [-2.7106, -2.7930, -10.4159], [5.8009, -2.3857, -0.9751], [7.5868, -2.0982, 4.0775], [-0.9531, -1.9838, -7.5253], [-3.0053, -2.5659, -8.0572], [-5.4391, -1.6384, 5.6595], [3.4782, 1.9415, 2.2234], [1.4336, -1.6159, 5.5953], [0.2832, 3.8831, -3.7822], [-2.8993, 6.9589, 0.3797], [5.0474, -0.1918, 5.6923], [-5.2588, -2.8268, 0.2378], [-0.6222, 7.4080, 1.1819], [-0.5950, -3.8670, -14.4907], [0.6650, -2.8524, -14.0108], [5.5055, -0.5565, 0.6149], [-5.5314, -2.0964, 2.6598], [7.8518, -2.8253, 1.9219], [5.6946, -4.5842, -0.1633], [0.2956, 2.7517, 5.0064], [-1.7195, -3.2074, -10.3223], [4.9648, -2.5043, -0.2872]], "forces_ev_per_angstrom": [[0.64, 0.51, 0.87], [-0.09, 0.31, -0.25], [0.29, 0.56, 0.63], [-0.33, -1.87, -0.41], [0.10, -0.28, 0.53], [0.32, -0.31, 1.05], [-1.07, 0.64, 1.57], [-0.16, -1.35, 0.19], [1.28, -0.71, -0.38], [0.32, 0.36, 0.08], [1.97, 2.47, -0.39], [0.70, -1.01, -0.81], [1.32, -0.29, 0.50], [1.40, 2.15, 1.98], [0.82, -0.57, -0.28], [-0.24, -0.03, 0.06], [-0.34, 0.81, -0.57], [0.33, 1.36, -0.63], [-0.46, -0.36, 1.18], [0.50, -1.04, -0.70], [0.28, -0.43, -0.44], [-2.10, 2.89, -2.10], [-2.03, 1.20, 1.80], [1.37, 0.07, 0.43], [-0.63, 0.45, -0.63], [0.03, -0.61, -1.01], [-0.87, -0.66, -0.04], [-2.24, -0.75, -1.69], [-1.25, -0.10, 1.03], [0.45, -0.09, -0.27], [0.32, 0.25, -0.01], [-0.19, -0.87, -1.34], [-1.03, -2.16, -1.94], [0.82, -1.41, -0.91], [0.07, 0.34, 0.29], [-0.64, -0.32, 0.97], [1.38, -0.20, 0.27], [0.27, -1.09, -0.33], [1.95, 0.72, -0.47], [-0.21, 0.51, -0.07], [0.85, 0.54, 0.22], [-0.18, -0.13, -0.23], [-0.51, 0.89, -0.41], [0.12, 0.83, -0.41], [0.23, 0.16, -0.01], [0.90, -0.84, 0.70], [-0.16, 0.82, -1.37], [1.20, 0.87, 0.27], [-0.35, -0.16, -0.82], [0.54, 1.08, -0.02], [-0.26, -0.02, -0.27], [-0.26, 0.10, 0.16], [-0.62, 0.57, 0.50], [0.29, 0.96, 0.14], [0.31, -0.36, -0.02], [-0.78, 0.02, -0.13], [-0.07, -0.74, 2.35], [0.18, 0.61, -0.86], [-0.50, 0.12, -1.11], [0.47, 0.30, 0.33], [-0.39, -0.28, -0.31], [0.14, 0.43, 0.19], [0.30, -0.36, 0.27], [-0.05, 0.68, 1.17], [0.73, -0.43, -0.36], [1.17, -0.66, 1.42], [0.71, 0.17, -0.60], [0.21, 0.50, 0.09], [0.06, 0.02, -0.34], [1.62, 1.12, -0.03], [-0.27, 0.77, 0.38], [0.98, -0.07, -0.96], [-0.66, 0.63, 0.90], [-0.21, 0.03, 0.23], [0.05, 0.24, -0.38], [-1.04, -0.54, 0.54], [-0.12, 0.84, -1.89], [-0.53, -0.34, -0.84], [0.78, 0.73, 1.40], [-0.21, -0.23, -0.22], [0.69, 0.39, 0.42], [-0.38, -0.72, 0.36], [-0.16, -0.06, 0.35], [0.71, 0.08, 0.10], [0.29, -0.11, 0.31], [-0.04, 1.13, -0.01], [-2.07, -0.51, -2.02], [-0.10, 1.41, 1.06], [1.42, -1.53, 0.39], [-0.35, -1.68, -0.51], [0.16, 0.29, 0.09], [0.60, -0.45, -0.15], [-1.29, -0.83, -0.18], [-0.73, -0.17, -0.21], [0.74, 0.04, 0.09], [0.16, -0.48, -0.11], [-0.92, -2.33, 0.85], [0.36, -1.17, 0.72], [0.14, -0.31, -0.32], [-0.34, 0.47, -0.15], [0.00, 0.18, 0.13], [-1.29, 1.51, -0.64], [0.80, 0.22, -0.45], [0.19, 0.21, -0.91], [1.11, 1.37, -1.08], [-0.11, -0.39, -0.29], [0.03, -0.30, 0.44], [-1.02, 1.23, -3.16], [-0.32, -0.47, -0.51], [-0.84, 0.72, -0.67], [0.07, -0.55, 0.04], [-0.39, -0.11, -0.90], [-0.51, -0.13, 0.20], [0.48, -0.14, 0.36], [-0.93, 0.12, 0.39], [-1.00, 0.06, 0.82], [1.03, -1.31, -0.33], [-0.55, 1.02, 0.85], [-1.74, -0.34, 0.07], [0.55, -0.61, -0.29], [0.50, 0.71, 0.53], [0.00, -2.06, 1.06], [0.37, 0.09, -0.46], [0.38, 0.08, 1.69], [-0.16, 1.41, -1.15], [0.93, -1.75, -1.31], [0.81, -0.25, 0.03], [1.21, -1.16, -0.14], [-2.14, 0.57, -1.58], [1.37, -0.25, 0.07], [0.06, -0.15, 0.00], [0.32, 0.90, -1.61], [-0.66, 0.57, 0.92], [-0.64, 0.50, 0.08], [-0.97, -0.61, 0.67], [0.91, -1.04, 1.21], [0.16, -0.16, 0.04], [-0.12, -1.31, 1.49], [0.60, 0.41, -0.19], [-0.17, -0.27, 0.33], [-0.58, -0.17, -0.27], [-0.75, -2.14, 2.07], [-0.66, -0.29, 0.42], [-0.99, 0.13, -0.11], [0.23, 0.97, 0.30], [-0.02, 0.92, -0.14], [0.17, 0.07, -0.38], [0.18, -0.08, 0.17], [0.46, 0.07, 0.93], [-0.50, -1.08, 0.58], [-0.55, 0.31, -0.26], [-1.32, -0.32, -1.33], [-1.03, 0.74, -0.83], [-0.20, -0.43, 0.90], [0.35, -0.77, 0.41], [0.16, 0.37, 1.12], [-0.31, 0.20, 0.06], [-0.41, 0.12, -0.31], [-0.25, 0.31, -0.11], [0.18, -0.10, 0.26], [-0.57, 1.29, -1.06], [0.88, -0.21, -0.01], [-0.64, -0.06, -0.18], [0.07, -0.13, -0.06], [0.34, 0.34, 0.09], [0.41, 0.82, 0.20], [-0.34, 0.33, -0.13], [-0.34, -0.14, -0.91], [-0.55, -0.02, -0.03], [-0.07, 0.27, 0.21], [0.26, -0.02, 0.85], [0.29, 0.11, 0.32], [-0.05, 0.21, 0.29], [0.31, -1.78, 0.42], [0.25, -0.39, -0.01], [0.16, 0.08, 0.23], [-0.58, 0.93, 0.84], [0.24, -0.29, -0.16], [0.87, -0.12, 1.37]], "lowdin_charge": [-0.18, 0.12, -0.12, 0.09, 0.12, 0.11, -0.23, -0.09, -0.06, 0.12, -0.18, -0.18, 0.13, -0.11, 0.09, 0.13, -0.12, 0.13, -0.23, -0.10, 0.07, 0.18, -0.06, 0.29, -0.10, 0.15, 0.11, -0.20, -0.15, -0.16, 0.09, 0.03, -0.25, 0.08, 0.14, 0.10, -0.12, 0.16, 0.05, 0.12, -0.23, -0.24, 0.14, 0.11, 0.11, -0.15, -0.06, -0.28, 0.12, 0.24, 0.11, -0.10, 0.02, 0.12, 0.10, 0.13, 0.08, 0.08, 0.11, 0.13, 0.15, 0.08, 0.10, -0.11, 0.09, -0.08, 0.11, 0.08, 0.13, -0.11, 0.06, 0.97, -0.15, 0.15, 0.07, -0.17, -0.14, -0.14, -0.19, 0.14, 0.11, -0.10, 0.08, 0.13, 0.12, 0.16, -0.09, 0.05, -0.05, -0.24, 0.11, 0.10, -0.16, 0.14, 0.13, 0.10, -0.26, -0.25, 0.06, 0.06, 0.13, -0.16, -0.14, -0.24, 0.13, 0.11, 0.12, -0.17, 0.12, 0.10, -0.08, 0.06, 0.09, 0.09, 0.07, 0.12, -0.11, -0.17, 0.12, 0.06, 0.12, -0.10, 0.15, 0.09, -0.12, 0.08, -0.09, -0.12, -0.18, 0.14, 0.11, -0.13, -0.12, -0.11, 0.06, 0.28, 0.14, -0.11, 0.10, 0.10, -0.18, -0.11, 0.11, 0.12, 0.13, -0.12, 0.12, 0.13, -0.26, -0.07, -0.26, -0.10, 0.12, 0.08, 0.12, 0.10, 0.12, 0.14, 0.10, 0.12, -0.11, 0.12, 0.11, -0.12, -0.10, 0.12, 0.12, 0.05, -0.16, 0.12, 0.14, 0.13, 0.14, -0.27, 0.10, 0.12, 0.01, -0.14, -0.11]}